(1)
Here is a 2-piece molecular cluster, C8H11BrO overall at a distorted geometry from the Open Molecules 2025 dataset. Energies are from the ωB97M-V functional and the def2-TZVPD basis.

Atoms and positions in Å:
1 C -0.0119 -0.6769 -1.7922
2 C -0.7606 -1.0860 1.6765
3 C -0.4795 -0.5882 -2.8869
4 C 0.4377 -0.6192 -0.4026
5 C -0.7078 -0.3921 0.5851
6 C 1.0493 -1.9754 -0.1058
7 C 1.4362 0.5602 -0.3188
8 C -1.7073 0.6608 0.3493
9 O -0.7640 -1.6859 2.6561
10 Br -0.2585 3.8713 2.9469
11 H 0.1388 4.1680 1.6337
12 H -1.0030 -0.5521 -3.8449
13 H 0.2978 -2.7270 -0.3048
14 H 1.3464 -1.9854 0.9822
15 H 1.9114 -2.4679 -0.6292
16 H 2.1127 0.5429 0.5095
17 H 0.9706 1.4376 -0.4119
18 H 1.9485 0.2706 -1.2990
19 H -1.1843 1.6415 0.2420
20 H -2.4862 0.8625 1.0793
21 H -2.2861 0.7406 -0.6643

Calculated values
HOMO level   -8.52 eV
SMILES   C#CC(C)(C)C(C)=C=O.Br
M   203.1 g mol⁻¹
Max |F|   5.70 eV/A
Charge   0

=====

(2)
Here is an isolated molecule of C8H11Cl at a distorted geometry from the Open Molecules 2025 dataset. Energies are from the ωB97M-V functional and the def2-TZVPD basis.

Atoms and positions in Å:
1 C -0.4547 -0.6874 0.4798
2 C 0.3317 -0.4458 -0.5547
3 C -0.9733 0.6393 0.6781
4 C -1.9127 1.2641 1.3629
5 C 0.0149 1.0952 -0.5596
6 C -0.6502 -1.9434 1.2512
7 C 1.1308 -1.2704 -1.4956
8 C 1.2662 1.8961 -0.3357
9 Cl -0.8250 1.4857 -2.0960
10 H -2.3746 2.0786 0.8381
11 H -2.2343 0.8458 2.2729
12 H 0.2458 -2.1137 1.8061
13 H -0.6570 -2.6352 0.5219
14 H -1.5043 -1.8955 1.8549
15 H 1.9109 -0.6452 -1.9333
16 H 0.6190 -1.6754 -2.2874
17 H 1.6261 -2.0850 -0.9857
18 H 0.8870 2.9406 -0.3186
19 H 1.8989 1.5484 -1.1810
20 H 1.6549 1.6032 0.6816

Calculated values
HOMO level   -8.33 eV
SMILES   C=C1C(C)=C(C)[C@@]1(C)Cl
M   142.6 g mol⁻¹
Max |F|   3.81 eV/A
Charge   0

=====

(3)
Here is a 5-piece molecular cluster, C8H11Cl12FO3 overall from the Open Molecules 2025 dataset. Energies are from the ωB97M-V functional and the def2-TZVPD basis.

Atoms and positions in Å:
1 C -0.3166 -3.8172 -0.4494
2 C -0.4462 -2.5476 0.4050
3 O -1.7944 -2.3095 0.8180
4 C -2.5120 -1.4344 0.0271
5 O -3.8150 -1.9943 -0.2496
6 C -4.3370 -2.7724 0.7051
7 O -4.5046 -2.5268 1.8516
8 F -4.7734 -3.8975 0.1369
9 H 0.3946 -3.6619 -1.2576
10 H -1.2957 -4.0758 -0.8575
11 H 0.0147 -4.6476 0.1714
12 H 0.1291 -2.6540 1.3252
13 H -0.0469 -1.6756 -0.1180
14 H -2.0557 -1.3039 -0.9577
15 H -2.6556 -0.4563 0.4983
16 C 4.1433 -2.8825 -1.2009
17 Cl 4.2735 -1.2293 -0.5985
18 Cl 3.1887 -3.8742 -0.0979
19 Cl 3.4455 -2.9063 -2.8215
20 H 5.1377 -3.3038 -1.2572
21 C 5.2800 2.7517 -0.5239
22 Cl 5.4390 4.4138 0.0465
23 Cl 4.3384 1.7861 0.6133
24 Cl 4.5620 2.7007 -2.1316
25 H 6.2720 2.3252 -0.5843
26 C 3.4162 7.7352 1.1594
27 Cl 4.4572 9.0637 0.6470
28 Cl 3.5047 7.5048 2.9057
29 Cl 1.7521 8.0039 0.6434
30 H 3.7709 6.8319 0.6828
31 C -6.9078 0.1032 0.1014
32 Cl -8.2871 -0.7179 0.8297
33 Cl -7.1984 0.4349 -1.6071
34 Cl -6.5220 1.5872 0.9731
35 H -6.0511 -0.5535 0.1719

Calculated values
HOMO level   -10.74 eV
SMILES   CCOCOC(=O)F.ClC(Cl)Cl.ClC(Cl)Cl.ClC(Cl)Cl.ClC(Cl)Cl
M   599.6 g mol⁻¹
Max |F|   0.63 eV/A
Charge   0

=====

(4)
Here is an isolated molecule of C8H11ClN2O at a distorted geometry from the Open Molecules 2025 dataset. Energies are from the ωB97M-V functional and the def2-TZVPD basis.

Atoms and positions in Å:
1 O 1.8822 -0.5770 1.7000
2 Cl 1.4712 -2.1571 -2.5297
3 N -0.2924 1.7872 2.9692
4 C 0.8955 0.1451 1.6543
5 C -1.1353 2.0287 1.9657
6 C -1.0654 1.2394 0.6958
7 C -0.0375 0.3126 0.5057
8 N 0.7137 0.9001 2.7934
9 C 0.0896 0.5127 -1.9930
10 C -1.1648 -1.4661 -0.9749
11 C 1.3835 -1.4015 -0.9269
12 C 0.0880 -0.5127 -0.8041
13 H -1.9425 2.7561 2.1089
14 H -1.8670 1.4390 -0.0121
15 H 1.4022 0.7271 3.5390
16 H -0.7395 1.2276 -1.8914
17 H 1.0152 1.0759 -2.0066
18 H 0.0332 0.0410 -2.9666
19 H -1.1489 -1.9953 -1.9183
20 H -1.1369 -2.2105 -0.1576
21 H -2.1007 -0.9069 -0.8644
22 H 2.2808 -0.8073 -0.7690
23 H 1.3758 -2.1581 -0.1171

Calculated values
HOMO level   -9.14 eV
SMILES   CC(C)(CCl)c1ccn[nH]c1=O
M   186.6 g mol⁻¹
Max |F|   2.85 eV/A
Charge   0

=====

(5)
Here is a 2-piece molecular cluster, C8H11ClN2S overall at a distorted geometry from the Open Molecules 2025 dataset. Energies are from the ωB97M-V functional and the def2-TZVPD basis.

Atoms and positions in Å:
1 C -0.4585 0.1433 1.6858
2 C -1.9813 -0.1682 -0.2350
3 C -2.7136 0.8961 -0.1000
4 C 2.9694 -1.9468 -0.2222
5 C -0.7565 -0.3705 0.5013
6 C 2.6915 0.9101 -0.5209
7 C -4.1161 1.1444 -0.6067
8 C 1.7079 -1.5029 0.3377
9 N 3.9056 -2.1853 0.6098
10 N 1.8854 1.1974 -1.3582
11 S 0.3529 -1.3498 -0.6817
12 Cl 4.0475 1.3766 0.2426
13 H 0.3608 0.5944 2.1990
14 H -1.3823 0.3687 2.2911
15 H -2.1580 -1.0385 -0.8563
16 H -2.3709 1.6597 0.6028
17 H 3.0642 -1.8966 -1.3494
18 H -4.8302 0.7888 0.1502
19 H -4.1829 2.1330 -0.8589
20 H -4.2041 0.5815 -1.5639
21 H 1.5704 -1.0904 1.3500
22 H 4.8252 -2.3598 0.2211
23 H 1.7737 2.1150 -1.8382

Calculated values
HOMO level (spin up / spin down)   -7.08 / -7.57 eV
M   202.7 g mol⁻¹
Max |F|   3.63 eV/A
Charge   0

=====

(6)
Here is C8H11ClNaO6 as an isolated structure at a distorted geometry from the Open Molecules 2025 dataset. Energies are from the ωB97M-V functional and the def2-TZVPD basis.

Atoms and positions in Å:
1 C -2.3075 2.6340 -2.8920
2 C -1.0609 1.8528 -3.5570
3 O -1.3413 1.1321 -4.5549
4 O 0.3179 2.0042 -3.0748
5 C 0.4790 0.9894 -2.1057
6 O -0.4581 0.1373 -1.9536
7 C 1.7737 0.8718 -1.1258
8 O 1.3892 -0.0672 -0.1000
9 C 2.1150 0.1254 1.1035
10 O 2.4797 1.2150 1.5849
11 O 2.4109 -1.0619 1.8717
12 C 1.3256 -1.2255 2.8590
13 C -0.0716 -1.6366 2.1823
14 C -0.9117 -2.7471 2.9832
15 Cl -1.1963 -0.2064 1.8559
16 H -1.9889 3.7287 -2.7312
17 H -2.6922 2.1483 -1.9344
18 H -3.1793 2.6391 -3.6506
19 H 1.9758 1.9343 -0.7614
20 H 2.6236 0.4473 -1.7885
21 H 1.2027 -0.2698 3.4871
22 H 1.6409 -2.0647 3.5674
23 H 0.1924 -2.0650 1.1382
24 H -1.5991 -2.1934 3.7281
25 H -0.1846 -3.4680 3.4851
26 H -1.6227 -3.2703 2.2460
27 Na -1.3123 -1.5839 -1.8623

Calculated values
HOMO level   -13.78 eV
M   261.6 g mol⁻¹
Max |F|   6.20 eV/A
Charge   +1

=====

(7)
Here is a 2-piece molecular cluster, C8H11ClS overall from the Open Molecules 2025 dataset. Energies are from the ωB97M-V functional and the def2-TZVPD basis.

Atoms and positions in Å:
1 S -1.1624 -2.0745 2.1762
2 C -2.5850 0.0883 1.1077
3 C -1.8551 -1.1962 0.7411
4 H -0.3338 -1.0843 2.5704
5 H -3.3989 -0.1223 1.8216
6 H -3.0193 0.5501 0.2051
7 H -1.8885 0.8077 1.5704
8 H -2.5525 -1.9268 0.2879
9 H -1.0468 -1.0041 0.0097
10 Cl 1.6803 1.5353 2.0008
11 C 1.3951 0.0051 -2.2364
12 C 0.8069 1.2209 -1.8902
13 C 2.0722 -0.7366 -1.2673
14 C 0.8905 1.7011 -0.5828
15 C 2.1647 -0.2709 0.0433
16 C 1.5704 0.9473 0.3715
17 H 1.3259 -0.3674 -3.2669
18 H 0.2724 1.8104 -2.6467
19 H 2.5380 -1.6950 -1.5322
20 H 0.4314 2.6570 -0.2980
21 H 2.6946 -0.8450 0.8148

Calculated values
HOMO level   -8.90 eV
SMILES   Clc1ccccc1.CCS
M   174.7 g mol⁻¹
Max |F|   0.58 eV/A
Charge   0

=====

(8)
Here is a 2-piece molecular cluster, C8H11F3N2O overall at a distorted geometry from the Open Molecules 2025 dataset. Energies are from the ωB97M-V functional and the def2-TZVPD basis.

Atoms and positions in Å:
1 C -1.4430 0.4980 1.2145
2 C 2.1160 0.1941 1.5371
3 C 3.0164 0.6516 0.3931
4 C -1.5705 -2.1026 0.6071
5 C 0.4126 -1.4442 -0.8331
6 C -0.1377 -1.6119 0.6009
7 C -0.2081 -0.1857 1.1382
8 C -1.8489 2.6178 -1.8206
9 N -2.4045 1.1450 1.3001
10 N 0.7877 0.5486 1.3860
11 O 2.4957 -0.3364 2.5636
12 F -2.4332 3.7161 -2.3738
13 F -0.6482 2.5914 -2.4076
14 F -2.5082 1.6118 -2.3644
15 H 3.3672 1.5810 0.6865
16 H 3.8281 0.0217 0.2237
17 H 2.5765 0.7805 -0.5283
18 H -2.2357 -1.5519 -0.1356
19 H -2.0768 -1.6604 1.5455
20 H -1.6612 -3.1432 0.4949
21 H 1.2985 -0.8123 -0.7706
22 H -0.3590 -1.2947 -1.6830
23 H 0.8874 -2.3321 -1.2271
24 H 0.5616 -2.0058 1.2409
25 H -1.8129 2.5237 -0.7883

Calculated values
HOMO level   -10.39 eV
SMILES   CC(=O)/N=C(/C#N)C(C)C.FC(F)F
M   208.2 g mol⁻¹
Max |F|   4.53 eV/A
Charge   0